Density functional theory data (the ωB97M-V functional and the def2-TZVPD basis) for C33H28Cl2N5OSYb as an isolated structure in a non-equilibrium geometry.

Calculated values
Charge: 0
LUMO level (spin up / spin down) in Ha: -0.0183 / -0.0184
<S²>: 0.7508
HOMO-LUMO gap (spin up / spin down) in eV: 6.4 / 6.4
E_HOMO (spin up / spin down) in eV: -6.9 / -6.9
ΔE to the lowest compared entry with this formula, charge and spin in eV: 0.749
Multiplicity: 2

CARTESIAN COORDINATES (ANGSTROEM)
Yb -0.36289 0.23065 0.29612
Cl 0.79656 -2.97117 6.49633
C 0.13613 -2.36921 5.00226
C -1.05270 -1.62860 5.01886
C -1.59167 -1.15882 3.84787
C -0.96370 -1.37981 2.60311
O -1.51895 -0.93023 1.50121
C 0.24893 -2.11810 2.60849
C 0.91656 -2.47563 1.37957
N 0.63274 -1.92609 0.25415
C 0.95539 -2.50658 -0.98618
C 1.11682 -3.87727 -1.17722
C 1.23910 -4.39368 -2.45598
C 1.13058 -3.56187 -3.55879
C 0.92815 -2.19721 -3.38839
C 0.64618 -1.30209 -4.51797
C 0.07547 -0.12417 -4.29497
C -0.20257 0.34018 -2.88780
N 0.75363 -0.23922 -1.90660
C 0.88301 -1.67425 -2.09896
C 0.76542 -2.62017 3.81695
H -1.54425 -1.43611 5.96408
H -2.51319 -0.59144 3.84262
H 1.67180 -3.26328 1.44048
H 1.10902 -4.53967 -0.32078
H 1.36977 -5.45965 -2.59210
H 1.16214 -3.97236 -4.56123
H 0.84858 -1.65501 -5.52338
H -0.20349 0.53056 -5.10989
H -0.10719 1.42593 -2.83565
H 1.68422 -3.19630 3.80010
C -3.31787 4.48798 2.63328
N -3.51245 3.97215 1.28941
C -4.52611 4.33751 0.42656
C -4.34661 3.64717 -0.70294
N -3.20393 2.85538 -0.54923
C -2.70570 3.05335 0.70438
S -1.39042 2.40955 1.54793
C -2.76126 1.96510 -1.61358
C -3.26902 2.21848 -2.86072
C -3.30303 1.11745 -3.79072
C -2.63494 -0.00557 -3.52680
C -1.65181 0.00852 -2.39448
N -2.01578 0.91223 -1.27341
H -4.10576 5.20894 2.83449
H -2.34443 4.96704 2.71700
H -3.36115 3.67782 3.35828
H -5.30058 5.03206 0.70000
H -4.95884 3.61632 -1.57907
H -3.80603 3.11946 -3.09215
H -3.95539 1.18730 -4.65448
H -2.71743 -0.89956 -4.13172
H -1.59579 -1.01103 -1.98717
C 2.09809 0.36997 -2.00978
H 2.53179 0.20698 -2.99861
H 2.74564 -0.06538 -1.25223
H 2.01726 1.44127 -1.82413
Cl 6.93968 -1.40787 1.80522
C 5.37437 -0.63492 1.75342
C 4.40287 -0.97626 2.67745
C 3.16043 -0.35985 2.62648
C 2.83726 0.59881 1.65527
C 1.48899 1.19748 1.56380
C 3.86748 0.94556 0.76843
C 5.11573 0.34062 0.80625
H 4.62409 -1.70995 3.44340
H 2.41982 -0.60959 3.37616
H 1.54710 2.22651 1.19713
H 1.02682 1.24590 2.55776
H 3.68620 1.72382 0.03500
H 5.89109 0.62996 0.10782

=====

Density functional theory data (the ωB97M-V functional and the def2-TZVPD basis) for C33H28ClN3O5PW as an isolated structure.

Calculated values
Charge: +3
LUMO level (spin up / spin down) in Ha: -0.3581 / -0.3617
<S²>: 2.0192
HOMO-LUMO gap (spin up / spin down) in eV: 6.9 / 7.4
E_HOMO (spin up / spin down) in eV: -16.7 / -17.2
ΔE to the lowest compared entry with this formula, charge and spin in eV: 0.000
Multiplicity: 3

CARTESIAN COORDINATES (ANGSTROEM)
W 0.58498 -0.18640 0.06552
C -0.83310 0.42110 4.13320
C 0.00540 0.89374 2.99601
O 0.29481 0.05567 2.07667
N 0.44182 2.12711 2.94770
C 1.38710 2.59494 1.93558
C 0.73760 2.98014 0.62974
C 0.65094 4.32488 0.31811
C 0.07732 4.73926 -0.87434
C -0.40551 3.77392 -1.73647
C -0.29614 2.44807 -1.37010
N 0.25613 2.03135 -0.21529
H -0.37279 -0.47931 4.53973
H -1.82367 0.16357 3.75472
H -0.93271 1.16552 4.91938
H 0.18264 2.74522 3.70461
H 2.13995 1.82691 1.79149
H 1.88908 3.46534 2.35016
H 1.04603 5.04799 1.01867
H 0.01630 5.79119 -1.12026
H -0.85802 4.02723 -2.68464
H -0.65764 1.68211 -2.04051
Cl 0.86748 -0.62349 -2.38046
C -0.74824 -0.63126 -3.17301
C -0.74082 -0.74530 -4.54256
C -1.98148 -0.73017 -5.17930
C -3.15390 -0.59945 -4.44982
C -3.11480 -0.49345 -3.06492
C -1.89010 -0.51745 -2.39425
P -1.78074 -0.44804 -0.61256
C -3.30082 0.10733 0.10282
C -3.51293 1.47614 0.28981
C -4.73274 1.91613 0.77718
C -5.72944 0.99456 1.07851
C -5.51763 -0.36672 0.89780
C -4.30150 -0.81945 0.40898
C -1.28787 -2.06731 -0.03090
C -1.30724 -2.28404 1.35915
C -0.93006 -3.51100 1.88125
C -0.55160 -4.52581 1.01649
C -0.56698 -4.33814 -0.37259
C -0.93460 -3.12454 -0.89989
H 0.17998 -0.83697 -5.10122
H -2.01770 -0.81351 -6.25738
H -4.10719 -0.58179 -4.95952
H -4.03407 -0.39314 -2.50189
H -2.74174 2.19951 0.04955
H -4.91021 2.97325 0.91894
H -6.68271 1.33981 1.45628
H -6.30023 -1.07521 1.13186
H -4.14284 -1.88125 0.26426
H -1.64405 -1.50145 2.02561
H -0.95447 -3.68157 2.94851
H -0.26722 -5.49088 1.41650
H -0.31186 -5.16084 -1.02662
H -0.96201 -2.98967 -1.97298
O 1.62803 -1.85544 0.42331
C 2.86313 -2.14130 0.52978
C 3.90740 -1.23613 0.34158
C 5.24324 -1.70446 0.46414
C 6.25169 -0.81700 0.26039
C 6.00934 0.52199 -0.06719
C 4.71725 0.99311 -0.18975
C 3.64998 0.12053 0.01945
O 2.41413 0.60654 -0.08436
N 7.65473 -1.28082 0.38666
O 8.51529 -0.44435 0.23658
O 7.81479 -2.45601 0.62592
H 3.06408 -3.18359 0.77848
H 5.46743 -2.73530 0.70743
H 6.85889 1.17504 -0.22202
H 4.52243 2.02279 -0.45371

=====

Density functional theory data (the ωB97M-V functional and the def2-TZVPD basis) for C33H28FInN6O9STe as an isolated structure.

Calculated values
Charge: 0
LUMO level in Ha: -0.0106
HOMO-LUMO gap in eV: 7.7
E_HOMO in eV: -8.0
ΔE to the lowest compared entry with this formula, charge and spin in eV: 0.084

CARTESIAN COORDINATES (ANGSTROEM)
In 0.04423 0.50232 0.84750
O -1.20855 2.13479 -0.12815
C -1.07584 2.61253 -1.25684
C -0.23544 2.14719 -2.32056
C -0.30025 2.87383 -3.51454
C 0.43036 2.48291 -4.60296
C 1.25602 1.34967 -4.54566
C 1.32754 0.61986 -3.39465
C 0.57692 0.97260 -2.23366
O 0.64404 0.20539 -1.21053
N 0.32602 3.23661 -5.84534
O -0.41272 4.20459 -5.86642
O 0.98238 2.85335 -6.79623
H -1.68086 3.49943 -1.49953
H -0.93899 3.74460 -3.58678
H 1.81759 1.06686 -5.42483
H 1.93357 -0.27549 -3.33917
O -0.76019 1.63888 2.50826
N -1.37418 1.02346 3.51157
C -2.10806 1.81800 4.32309
C -2.80631 1.30484 5.37732
C -2.76037 -0.07411 5.59949
C -2.00920 -0.86338 4.76896
C -1.27790 -0.31827 3.69932
S -0.30068 -1.28193 2.66895
H -2.07886 2.86073 4.04792
H -3.38049 1.96820 6.00637
H -3.31129 -0.51726 6.41782
H -1.95086 -1.93300 4.90858
Te -2.22653 -1.23026 -0.27023
C -3.81277 -0.57924 0.95799
C -3.87074 0.72805 1.43711
C -4.90590 1.10706 2.28150
C -5.87376 0.18713 2.66073
C -5.81366 -1.11553 2.18827
C -4.78762 -1.49818 1.33442
C -2.76422 -0.19282 -2.03074
C -3.64156 0.88298 -2.05663
C -3.85595 1.56816 -3.24708
C -3.20051 1.18363 -4.40815
C -2.33249 0.10082 -4.38152
C -2.11371 -0.58716 -3.19711
H -3.11402 1.44986 1.15254
H -4.95417 2.12608 2.64509
H -6.67703 0.48686 3.32163
H -6.56714 -1.83592 2.47958
H -4.74598 -2.51456 0.96374
H -4.15407 1.19695 -1.15556
H -4.53918 2.40831 -3.26297
H -3.36458 1.72606 -5.33037
H -1.81592 -0.20631 -5.28220
H -1.41894 -1.42006 -3.18120
F 4.23120 -2.79179 -1.68858
C 4.75162 -1.86740 -0.87278
C 4.19270 -0.66389 -0.73931
N 4.71298 0.29453 0.10665
C 3.96371 1.52143 0.32301
C 2.54028 1.22848 0.75069
O 2.24210 0.06145 1.12179
O 1.67017 2.12657 0.64889
C 5.80240 0.03429 0.91276
O 6.25712 0.82679 1.70805
N 6.36709 -1.21443 0.71699
C 5.92483 -2.24822 -0.10267
O 6.44498 -3.34187 -0.08463
H 3.28390 -0.40453 -1.26741
H 3.92804 2.11603 -0.59045
H 4.47730 2.10057 1.08735
H 7.16885 -1.41575 1.29754
C 3.36427 -4.81188 0.72788
N 2.81768 -3.51183 1.09414
C 3.36131 -2.83243 2.25993
C 1.78940 -3.01393 0.43631
N 0.87612 -2.60873 -0.15093
H 3.25103 -5.51289 1.55863
H 4.42169 -4.72064 0.47397
H 2.82771 -5.19713 -0.13502
H 3.15418 -3.40734 3.16641
H 2.91655 -1.84517 2.34743
H 4.44361 -2.72938 2.15524

=====

Density functional theory data (the ωB97M-V functional and the def2-TZVPD basis) for C33H28FeN5O5S as an isolated structure in a non-equilibrium geometry.

Calculated values
Charge: -2
LUMO level (spin up / spin down) in Ha: 0.1564 / 0.1564
<S²>: 0.8034
HOMO-LUMO gap (spin up / spin down) in eV: 5.2 / 5.1
E_HOMO (spin up / spin down) in eV: -0.9 / -0.9
ΔE to the lowest compared entry with this formula, charge and spin in eV: 1.591
Multiplicity: 2

CARTESIAN COORDINATES (ANGSTROEM)
Fe -1.21097 -0.14621 0.73536
O 1.21601 -1.85851 3.86775
C 0.73503 -1.50569 2.77434
N -0.42776 -0.91121 2.52309
C -1.19862 -0.37621 3.59437
C -0.90311 -0.33753 4.95063
C -1.75894 0.32729 5.84869
C -2.91809 0.93789 5.38395
C -3.26412 0.88919 4.03790
C -2.42765 0.20938 3.13693
N -2.66734 -0.03467 1.85114
C -3.51163 0.55994 0.79712
O -4.53872 1.25471 1.06408
C -3.59857 -0.67146 -0.14303
C -4.63589 -1.03835 -0.98587
C -4.47706 -2.15842 -1.77977
C -3.29334 -2.89220 -1.72477
C -2.28735 -2.44126 -0.88625
N -2.45229 -1.37304 -0.12333
C 1.55749 -1.77888 1.53876
C 2.92423 -2.00392 1.67889
C 3.68039 -2.21211 0.54079
C 3.04615 -2.20295 -0.69355
C 1.68130 -1.96702 -0.73170
N 0.94534 -1.75646 0.35953
H -0.00648 -0.82047 5.30533
H -1.50747 0.34565 6.90408
H -3.57362 1.45696 6.07716
H -4.16442 1.34519 3.64961
H -5.53094 -0.43055 -0.98691
H -5.27364 -2.47010 -2.44813
H -3.14076 -3.77153 -2.33608
H -1.31553 -2.91787 -0.82735
H 3.34459 -2.01322 2.67420
H 4.75049 -2.37409 0.61145
H 3.59021 -2.34617 -1.61856
H 1.15490 -1.90147 -1.67146
C 4.01849 -1.13758 -6.09210
C 2.88472 -0.72932 -5.18597
C 1.70986 -1.46668 -5.12953
C 0.65211 -1.09063 -4.30280
C -0.61800 -1.89830 -4.26710
C 0.77016 0.05356 -3.51688
C 1.93901 0.81658 -3.56955
C 2.05345 2.05560 -2.72314
C 2.98140 0.41235 -4.39562
C -0.36710 0.48788 -2.58343
O -1.13760 1.33371 -3.04028
O -0.32082 -0.07939 -1.45615
H 3.87491 -2.15308 -6.46526
H 4.97741 -1.10408 -5.56955
H 4.09788 -0.47467 -6.95867
H 1.61054 -2.35897 -5.74327
H -0.66132 -2.59590 -5.10609
H -1.49198 -1.24546 -4.29995
H -0.70110 -2.46523 -3.33697
H 1.70761 1.86477 -1.70498
H 1.41250 2.84541 -3.11997
H 3.08515 2.41139 -2.68774
H 3.89588 1.00078 -4.41861
S 0.14475 2.05967 1.01918
C 0.42630 2.91854 2.40742
N 0.06455 2.46987 3.65218
C 0.24616 3.15509 4.80235
C 0.82568 4.38222 4.80481
C 1.22515 4.91814 3.55129
C 1.03505 4.22117 2.40402
H -0.38876 1.55286 3.69700
H -0.10606 2.64627 5.68771
H 0.96544 4.92121 5.72953
H 1.68554 5.89883 3.50930
H 1.32469 4.61589 1.44102
O -2.36346 1.14288 0.01942

=====

Number 1: E -4100.660844 hartree. Number 2: E -2682.482475 hartree. Number 3: E -3236.222381 hartree. Number 4: E -3586.254510 hartree.